# C29H45AsCsN4S2Si2

A structure of composition C29H45AsCsN4S2Si2 (the ωB97M-V functional and the def2-TZVPD basis, the Open Molecules 2025 dataset).

Element x y z (Å)
Cs -1.097 -0.501 -1.547
C 1.857 1.960 3.700
C 0.444 2.191 4.250
C -0.230 3.315 3.452
C 0.557 2.649 5.705
C -0.362 0.897 4.110
C -0.742 0.133 5.222
C -1.459 -1.045 5.091
C -1.807 -1.475 3.819
S -2.710 -2.860 3.314
C -2.531 -2.351 1.627
N -1.846 -1.262 1.473
C -1.432 -0.738 2.690
C -0.709 0.442 2.844
C -3.139 -3.164 0.547
C -3.913 -4.273 0.923
C -4.493 -5.075 -0.042
C -4.297 -4.753 -1.382
C -3.535 -3.642 -1.721
C -2.909 -2.787 -0.792
H 2.434 2.889 3.729
H 1.824 1.615 2.667
H 2.384 1.206 4.288
H 0.325 4.248 3.581
H -1.255 3.473 3.795
H -0.257 3.096 2.384
H 1.101 3.596 5.743
H 1.107 1.930 6.316
H -0.425 2.805 6.157
H -0.481 0.464 6.218
H -1.743 -1.611 5.969
H -0.429 0.995 1.955
H -4.074 -4.524 1.968
H -5.088 -5.934 0.244
H -4.745 -5.372 -2.155
H -3.426 -3.434 -2.788
C 5.426 -1.057 -0.333
Si 3.557 -1.228 -0.556
C 2.806 -0.789 1.123
C 3.239 -3.075 -0.816
As 2.709 -0.080 -2.360
Si 2.594 2.020 -1.435
C 4.150 2.618 -0.543
C 2.255 3.255 -2.820
C 1.171 2.239 -0.193
H 5.777 -1.640 0.526
H 5.707 -0.013 -0.179
H 5.947 -1.407 -1.228
H 3.242 -1.404 1.917
H 1.723 -0.940 1.135
H 2.998 0.258 1.371
H 3.739 -3.676 -0.050
H 3.617 -3.395 -1.791
H 2.169 -3.299 -0.779
H 5.021 2.541 -1.199
H 4.355 2.023 0.351
H 4.036 3.663 -0.233
H 3.107 3.314 -3.501
H 2.058 4.257 -2.423
H 1.385 2.942 -3.403
H 1.015 1.319 0.374
H 0.239 2.482 -0.714
H 1.378 3.046 0.519
C -5.765 3.648 -2.347
C -4.486 4.304 -1.822
C -3.373 3.354 -1.775
N -2.525 2.583 -1.747
H -6.576 4.375 -2.356
H -6.057 2.810 -1.716
H -5.620 3.276 -3.360
H -4.632 4.698 -0.816
H -4.186 5.139 -2.455
S -1.060 -0.277 -5.961
C -0.176 -1.592 -5.429
N 1.094 -1.614 -5.018
C 1.495 -2.919 -4.510
C 0.158 -3.673 -4.439
N -0.675 -2.862 -5.325
H 1.577 -0.772 -4.726
H 1.975 -2.810 -3.540
H 2.191 -3.401 -5.201
H -0.244 -3.690 -3.421
H 0.244 -4.698 -4.796
H -1.676 -2.956 -5.350

The LUMO energy comes out at 1.82 eV. For the calculated total energy, the calculation gives -4982.4847 hartree. The value obtained for the HOMO energy is -3.531 eV. As for the total charge: -1. Its orbital gap is 0.197 hartree.